{
  "formula": "C37H17BrCl88NO7S",
  "method": "ωB97M-V/def2-TZVPD",
  "species": ["O", "C", "N", "C", "C", "C", "C", "S", "O", "O", "O", "C", "O", "O", "C", "Br", "C", "C", "O", "C", "C", "C", "C", "C", "C", "H", "H", "H", "H", "H", "H", "H", "H", "H", "H", "H", "H", "H", "H", "H", "H", "H", "C", "Cl", "Cl", "Cl", "Cl", "C", "Cl", "Cl", "Cl", "Cl", "C", "Cl", "Cl", "Cl", "Cl", "C", "Cl", "Cl", "Cl", "Cl", "C", "Cl", "Cl", "Cl", "Cl", "C", "Cl", "Cl", "Cl", "Cl", "C", "Cl", "Cl", "Cl", "Cl", "C", "Cl", "Cl", "Cl", "Cl", "C", "Cl", "Cl", "Cl", "Cl", "C", "Cl", "Cl", "Cl", "Cl", "C", "Cl", "Cl", "Cl", "Cl", "C", "Cl", "Cl", "Cl", "Cl", "C", "Cl", "Cl", "Cl", "Cl", "C", "Cl", "Cl", "Cl", "Cl", "C", "Cl", "Cl", "Cl", "Cl", "C", "Cl", "Cl", "Cl", "Cl", "C", "Cl", "Cl", "Cl", "Cl", "C", "Cl", "Cl", "Cl", "Cl", "C", "Cl", "Cl", "Cl", "Cl", "C", "Cl", "Cl", "Cl", "Cl", "C", "Cl", "Cl", "Cl", "Cl", "C", "Cl", "Cl", "Cl", "Cl"],
  "positions_angstrom": [[-1.691, 4.011, 4.409], [-1.735, 2.997, 3.775], [-1.554, 1.668, 4.190], [-2.562, 0.847, 3.463], [-1.987, -0.531, 3.058], [-1.258, -0.540, 1.670], [0.252, -0.893, 1.748], [0.538, -2.570, 2.277], [0.044, -3.541, 1.300], [0.020, -2.855, 3.593], [2.157, -2.693, 2.361], [-3.566, 0.493, 4.628], [-4.694, 0.987, 4.675], [-3.112, -0.289, 5.537], [-3.169, 1.776, 2.408], [-4.013, 1.049, 0.809], [-1.987, 2.789, 2.241], [-2.229, 3.998, 1.351], [-1.147, 4.942, 1.329], [0.068, 4.347, 1.535], [0.650, 3.366, 0.716], [1.892, 2.766, 1.050], [2.579, 3.135, 2.226], [1.992, 4.146, 3.029], [0.760, 4.736, 2.713], [-1.586, 1.560, 5.201], [-2.738, -1.324, 3.150], [-1.237, -0.782, 3.821], [-1.381, 0.370, 1.075], [-1.714, -1.350, 1.074], [0.631, -0.838, 0.713], [0.818, -0.137, 2.310], [2.374, -3.548, 1.955], [-3.966, 2.367, 2.887], [-1.169, 2.124, 1.932], [-2.508, 3.661, 0.337], [-3.112, 4.533, 1.738], [0.149, 3.039, -0.196], [2.304, 1.978, 0.395], [3.521, 2.653, 2.500], [2.534, 4.414, 3.938], [0.359, 5.486, 3.392], [4.747, 2.034, -2.401], [5.288, 0.351, -2.516], [3.664, 2.399, -3.751], [3.867, 2.272, -0.879], [6.156, 3.103, -2.459], [-0.430, 2.830, 7.383], [-1.258, 1.525, 6.536], [-1.026, 4.389, 6.799], [-0.737, 2.695, 9.125], [1.315, 2.718, 7.086], [4.199, -5.865, -0.246], [4.797, -7.221, 0.719], [2.737, -5.208, 0.503], [5.439, -4.601, -0.324], [3.819, -6.424, -1.878], [-2.415, -4.903, 5.417], [-0.992, -5.332, 6.384], [-2.463, -3.162, 5.150], [-2.278, -5.714, 3.836], [-3.892, -5.418, 6.275], [-0.228, 2.186, -5.692], [-0.685, 0.744, -6.610], [-0.409, 1.866, -3.962], [1.458, 2.597, -6.040], [-1.273, 3.534, -6.155], [0.370, -8.201, 2.158], [1.759, -8.622, 3.173], [0.268, -6.445, 2.005], [0.579, -8.909, 0.547], [-1.111, -8.836, 2.900], [0.582, -12.971, 1.877], [2.301, -12.723, 2.220], [-0.335, -11.582, 2.471], [0.342, -13.129, 0.129], [0.026, -14.448, 2.683], [-4.733, 3.752, -8.818], [-4.867, 2.394, -7.694], [-6.301, 4.044, -9.583], [-4.230, 5.200, -7.935], [-3.531, 3.373, -10.060], [-1.033, 8.443, -0.227], [0.392, 7.991, 0.726], [-1.071, 10.202, -0.453], [-0.959, 7.647, -1.805], [-2.489, 7.933, 0.625], [-2.167, -2.353, 9.307], [-2.955, -3.666, 8.429], [-2.791, -0.816, 8.711], [-2.492, -2.503, 11.046], [-0.420, -2.431, 9.024], [4.463, -14.541, -1.080], [5.855, -14.965, -0.072], [4.348, -12.781, -1.215], [4.664, -15.245, -2.691], [2.986, -15.169, -0.340], [7.884, -2.782, -4.092], [9.308, -3.315, -3.186], [7.990, -1.041, -4.398], [7.811, -3.642, -5.636], [6.423, -3.125, -3.154], [8.896, 2.999, -5.646], [8.162, 4.601, -5.799], [7.776, 1.921, -4.805], [9.248, 2.353, -7.256], [10.399, 3.124, -4.720], [6.933, 1.909, 4.062], [5.416, 2.575, 3.432], [8.008, 1.526, 2.709], [7.707, 3.110, 5.108], [6.612, 0.449, 5.006], [-6.888, -6.720, 2.994], [-5.178, -6.491, 3.370], [-7.802, -5.302, 3.523], [-7.091, -6.933, 1.247], [-7.493, -8.159, 3.835], [-9.712, 6.003, -11.044], [-11.202, 6.808, -11.556], [-8.720, 5.634, -12.466], [-8.810, 7.066, -9.958], [-10.113, 4.499, -10.203], [3.093, -2.041, 6.774], [3.935, -1.749, 8.307], [1.931, -0.742, 6.484], [4.280, -2.079, 5.455], [2.244, -3.588, 6.858], [-6.454, 9.860, 1.289], [-4.871, 10.429, 0.744], [-7.727, 10.740, 0.429], [-6.603, 8.130, 0.954], [-6.615, 10.139, 3.028], [-6.395, 6.256, -16.253], [-6.925, 4.985, -17.364], [-7.423, 6.247, -14.810], [-4.715, 5.966, -15.782], [-6.521, 7.829, -17.054], [8.058, -7.273, -2.884], [6.889, -6.663, -1.707], [7.347, -7.226, -4.502], [9.519, -6.271, -2.845], [8.478, -8.946, -2.479], [-6.131, -0.929, -1.977], [-5.457, -2.243, -1.007], [-7.536, -0.245, -1.151], [-4.907, 0.330, -2.194], [-6.623, -1.554, -3.561], [3.438, 10.634, -1.357], [2.612, 12.195, -1.499], [2.342, 9.454, -0.622], [3.922, 10.077, -2.967], [4.877, 10.820, -0.342]],
  "mulliken_charge": [-0.745, -0.065, -0.646, 2.260, -1.522, -1.211, -1.097, 1.496, -0.783, -0.360, -0.093, -0.064, -0.845, -0.618, -0.946, -0.116, 1.522, -1.508, -0.097, 0.111, -0.563, -1.068, 0.162, -0.105, -0.131, 0.571, 0.622, 0.421, 0.494, 0.485, 0.447, 0.363, 0.123, 0.763, -0.279, 0.280, 0.272, 0.542, 0.553, -0.044, 0.401, 0.576, 0.079, 0.012, -0.021, -0.083, -0.091, 0.237, 0.091, -0.071, -0.123, -0.092, 0.220, -0.075, -0.148, -0.111, -0.067, -0.029, -0.057, 0.295, -0.035, -0.117, 0.268, -0.105, -0.013, -0.093, -0.043, 0.231, -0.095, 0.176, -0.086, -0.179, 0.223, -0.062, 0.051, -0.092, -0.111, 0.277, -0.061, -0.017, -0.092, -0.100, 0.329, -0.126, -0.100, -0.094, -0.057, 0.187, -0.010, -0.036, -0.135, -0.054, 0.315, -0.103, -0.067, -0.103, -0.050, 0.233, -0.090, -0.022, -0.101, -0.007, 0.268, -0.100, 0.051, -0.112, -0.105, 0.276, -0.104, -0.109, -0.111, -0.052, 0.254, 0.044, -0.104, -0.118, -0.123, 0.346, -0.116, -0.061, -0.081, -0.083, 0.070, -0.127, 0.100, -0.071, -0.034, 0.320, -0.049, -0.107, -0.083, -0.095, 0.350, -0.099, -0.067, -0.098, -0.104, 0.234, 0.023, -0.103, -0.076, -0.117, 0.274, -0.047, -0.087, -0.097, -0.124, 0.283, -0.112, 0.047, -0.111, -0.108],
  "charge": -1,
  "homo_energy_ev": -5.77,
  "spin_multiplicity": 1
}


{
  "formula": "C4H8NO",
  "method": "ωB97M-V/def2-TZVPD",
  "species": ["C", "C", "C", "C", "N", "O", "H", "H", "H", "H", "H", "H", "H", "H"],
  "positions_angstrom": [[0.266, 0.104, -0.746], [1.085, 0.199, -1.778], [-1.105, 0.478, -0.393], [-0.672, -0.139, 1.026], [0.750, -0.461, 0.508], [-0.641, 0.639, 2.210], [2.058, -0.196, -1.658], [0.885, 0.523, -2.805], [-1.066, 1.629, -0.394], [-1.947, 0.169, -1.051], [-1.200, -1.131, 1.210], [1.161, -1.466, 0.284], [1.327, 0.049, 1.123], [-1.069, 0.233, 3.016]],
  "mulliken_charge": [0.321, -0.830, -0.511, 0.099, -0.176, -0.526, 0.265, 0.303, 0.251, 0.331, 0.366, 0.421, 0.297, 0.388],
  "de_lowest_ev": 2.1301,
  "charge": 1,
  "homo_energy_ev": -14.83,
  "spin_multiplicity": 1
}


Electronic energy: -45470.26861, -286.86421 (Eh)